1.
C6H15NS in the gas phase. Source: the Open Molecules 2025 dataset; level of theory: ωB97M-V/def2-TZVPD.

Values from the calculation:
LUMO energy = 0.96 eV
SMILES = CN(C)CCCCS
Energy above the lowest of the compared OMol25 structures with the same formula, charge and spin = 167.2 kJ/mol
HOMO level = -8.68 eV
E_tot = -690.4778 hartree
Frontier orbital gap = 9.6 eV

Positions of all 23 atoms, in Å:
C1 0.1956 -2.3488 0.3422
N1 0.2418 -1.0458 1.0411
C2 0.8398 -1.2079 2.3544
C3 0.8467 0.0357 0.2794
C4 -0.1910 1.2421 0.3326
C5 -1.2081 1.5399 -0.8107
C6 -0.9225 0.8853 -2.1587
S1 -0.5505 2.1469 -3.3919
H1 -0.5101 -2.3481 -0.4923
H2 -0.0263 -3.0812 1.1100
H3 1.1231 -2.7484 -0.0412
H4 1.8480 -1.6240 2.5367
H5 0.6691 -0.2614 2.8862
H6 0.2119 -1.8880 2.9418
H7 1.1890 -0.2507 -0.7150
H8 1.8060 0.4429 0.6398
H9 0.4327 2.1509 0.3702
H10 -0.5902 1.1499 1.3334
H11 -1.5068 2.5945 -0.6977
H12 -2.1623 1.0705 -0.5079
H13 -0.0729 0.2152 -2.1179
H14 -1.7786 0.3995 -2.6639
H15 0.1157 2.9308 -2.5705

Force components x, y, z for each atom (eV/Å):
C -0.11 0.37 0.53
N 1.51 -1.71 -0.59
C -1.37 0.19 1.38
C -0.92 1.55 -0.32
C 2.37 0.64 -0.98
C -1.80 -2.05 2.04
C -0.04 1.13 -0.78
S 0.08 0.22 -0.95
H -0.16 0.01 0.31
H -0.81 -0.22 -0.10
H 0.92 0.40 -0.35
H 0.14 0.54 -0.87
H 0.70 -0.06 -0.06
H -0.16 -0.12 -0.22
H -0.66 -0.31 -0.26
H -0.33 -0.38 0.78
H 0.01 -0.14 0.09
H -0.72 0.10 -0.03
H 0.61 -0.18 -1.04
H 0.22 -0.07 0.15
H -0.20 -0.25 0.11
H 0.32 -0.11 0.89
H 0.42 0.44 0.26

***

2.
C6H15NS in the gas phase. Source: the Open Molecules 2025 dataset; level of theory: ωB97M-V/def2-TZVPD.

Values from the calculation:
LUMO energy = 0.93 eV
SMILES = CCNCCCCS
Energy above the lowest of the compared OMol25 structures with the same formula, charge and spin = 146.1 kJ/mol
HOMO level = -8.50 eV
E_tot = -690.4858 hartree
Frontier orbital gap = 9.4 eV

Positions of all 23 atoms, in Å:
C1 2.6048 0.5865 -3.3704
C2 2.1045 0.9253 -1.8764
N1 1.7385 -0.2142 -1.0944
C3 0.3477 -0.1364 -0.5073
C4 0.0362 -1.4268 0.1984
C5 -1.0907 -1.4354 1.2526
C6 -2.1694 -0.3757 1.0659
S1 -1.7963 0.9146 2.3293
H1 2.6949 -0.5060 -3.4250
H2 3.4508 1.2265 -3.5673
H3 1.9985 0.8971 -4.2285
H4 2.9928 1.4073 -1.4282
H5 1.3514 1.7306 -1.8837
H6 1.9228 -1.0529 -1.6327
H7 -0.4219 0.2317 -1.2517
H8 0.4242 0.7061 0.2278
H9 0.9649 -1.7891 0.6157
H10 -0.2367 -2.2243 -0.5635
H11 -0.6223 -1.2988 2.2622
H12 -1.4679 -2.4660 1.3924
H13 -2.1646 0.3266 0.1000
H14 -3.2122 -0.7914 1.1263
H15 -2.4176 1.8906 1.7053

Force components x, y, z for each atom (eV/Å):
C -1.32 0.52 0.99
C 1.37 1.28 -1.65
N -1.57 -0.32 0.38
C 1.20 1.52 -0.33
C -1.00 -1.61 -1.11
C 1.04 -0.40 0.78
C -1.03 1.78 -1.39
S -0.17 -0.63 0.31
H 0.80 0.41 -0.26
H 1.03 -0.68 0.15
H -0.87 -0.22 0.53
H -0.29 -0.13 0.06
H -0.11 -0.51 -0.03
H -0.49 -0.12 0.21
H 0.67 -0.77 0.47
H -0.18 -0.70 -0.36
H 0.22 -0.02 0.39
H 0.30 0.94 0.51
H -0.29 0.31 -0.73
H -0.27 0.52 -0.62
H 0.28 -2.32 1.63
H 1.03 0.49 0.26
H -0.36 0.64 -0.16

***

3.
A 2-piece molecular cluster, C6H15NS overall. Source: the Open Molecules 2025 dataset; level of theory: ωB97M-V/def2-TZVPD.

Values from the calculation:
LUMO energy (spin up / spin down) = -6.12 / -8.67 eV
Energy above the lowest of the compared OMol25 structures with the same formula, charge and spin = 227.6 kJ/mol
HOMO level (spin up / spin down) = -12.71 / -12.44 eV
E_tot = -690.1411 hartree
Multiplicity = 2
Frontier orbital gap (spin up / spin down) = 6.6 / 3.8 eV
Net charge = +1

Positions of all 23 atoms, in Å:
C1 -0.6461 -0.2387 1.4550
C2 -1.1512 0.8844 0.5627
S1 -2.7557 1.4406 1.2015
C3 0.7571 -0.6801 1.0161
N1 0.7876 -1.2314 -0.3331
C4 2.1360 -1.7144 -2.3776
C5 1.9119 -0.7633 -1.1825
C6 1.5853 0.6985 -1.5851
H1 -0.6512 0.0830 2.4904
H2 -1.3015 -1.1192 1.4181
H3 -1.4400 0.5812 -0.4510
H4 -0.4919 1.7420 0.5659
H5 -2.1829 1.3870 2.9700
H6 1.4980 0.1251 0.9996
H7 1.2052 -1.2934 1.8479
H8 0.7994 -2.2468 -0.2692
H9 2.5569 -2.5746 -1.8583
H10 1.2199 -1.8887 -2.9262
H11 2.8588 -1.1952 -3.0128
H12 2.8377 -0.7325 -0.5999
H13 2.4704 1.2857 -1.8175
H14 1.2083 1.1861 -0.6771
H15 0.7518 0.7086 -2.2916

Force components x, y, z for each atom (eV/Å):
C 0.23 -0.73 -0.35
C -1.61 -0.07 0.12
S 1.80 -0.28 3.75
C 1.36 0.01 0.29
N 0.13 -0.79 0.50
C 0.28 1.30 1.57
C -0.68 0.97 -0.36
C -0.27 -0.60 1.17
H 0.26 0.21 0.34
H 0.00 0.26 -0.16
H 0.57 -0.01 0.04
H 0.23 0.31 -0.10
H -1.39 0.29 -3.70
H -0.56 0.54 0.23
H -0.70 -0.19 -0.88
H -0.09 0.14 -0.24
H 0.02 -0.55 -0.94
H -0.13 -0.28 -0.03
H 0.06 -0.55 -0.08
H 0.10 -0.12 0.08
H -0.09 -0.16 -0.73
H 0.03 0.09 -0.18
H 0.45 0.21 -0.34